Record 1
A 2-piece molecular cluster, C28H37BIO5 overall. Source: the Open Molecules 2025 dataset; level of theory: ωB97M-V/def2-TZVPD.

Each atom is followed by the atoms it is bonded to, with distances in Å.
Atoms and positions in Å:
1 C 2.970 3.590 3.134  C2 1.227, H33 1.121
2 C 2.719 2.867 2.175  C1 1.227, C3 1.574
3 C 2.231 1.939 1.000  C2 1.574, O4 1.424, C22 1.626, H34 1.139
4 O 1.270 2.426 0.069  C3 1.424, B5 1.494
5 B -0.085 2.037 0.566  O4 1.494, C6 1.644, C9 1.661, O21 1.481
6 C -0.572 3.395 1.355  B5 1.644, C7 1.593, H35 1.133, H36 1.148
7 C -1.592 3.165 2.556  C6 1.593, C8 1.591, H37 1.147, H38 1.126
8 C -0.996 2.369 3.798  C7 1.591, H39 1.134, H40 1.129, H41 1.143
9 C -1.163 1.479 -0.568  B5 1.661, O10 1.455, H42 1.136, H43 1.135
10 O -2.329 1.008 0.162  C9 1.455, C11 1.388
11 C -3.319 0.508 -0.673  O10 1.388, C12 1.495, C17 1.529
12 C -3.177 0.218 -2.133  C11 1.495, C13 1.516, H44 1.121
13 C -4.322 -0.370 -2.935  C12 1.516, C14 1.586, C15 1.500
14 C -4.197 -0.731 -4.475  C13 1.586, H45 1.141, H46 1.130, H47 1.140
15 C -5.641 -0.672 -2.288  C13 1.500, C16 1.501, H48 1.122
16 C -5.769 -0.375 -0.822  C15 1.501, C17 1.491, H49 1.126
17 C -4.662 0.203 -0.008  C11 1.529, C16 1.491, C18 1.581
18 C -4.946 0.431 1.531  C17 1.581, C19 1.598, C20 1.596, H50 1.142
19 C -5.106 1.966 1.946  C18 1.598, H51 1.137, H52 1.134, H53 1.141
20 C -3.862 -0.370 2.385  C18 1.596, H54 1.141, H55 1.135, H56 1.131
21 O 0.233 0.809 1.329  B5 1.481, C22 1.418
22 C 1.610 0.528 1.517  C3 1.626, O21 1.418, C23 1.589, C27 1.584
23 C 1.844 0.077 3.024  C22 1.589, C24 1.602, H57 1.128, H58 1.128
24 C 1.844 -1.513 3.220  C23 1.602, O25 1.213, I26 2.169
25 O 2.854 -2.043 3.634  C24 1.213
26 I 0.142 -2.786 2.786  C24 2.169
27 C 2.341 -0.517 0.576  C22 1.584, C28 1.489, C32 1.520
28 C 1.708 -1.309 -0.514  C27 1.489, C29 1.493, H59 1.130
29 C 2.476 -2.267 -1.363  C28 1.493, C30 1.509, H60 1.133
30 C 3.958 -2.435 -1.137  C29 1.509, C31 1.514, H61 1.125
31 C 4.656 -1.658 -0.041  C30 1.514, C32 1.504, H62 1.131
32 C 3.836 -0.702 0.779  C27 1.520, C31 1.504, H63 1.135
33 H 3.254 4.170 4.050  C1 1.121
34 H 3.158 1.879 0.342  C3 1.139
35 H 0.269 4.054 1.729  C6 1.133
36 H -1.135 4.027 0.579  C6 1.148
37 H -1.897 4.197 2.955  C7 1.147
38 H -2.537 2.700 2.158  C7 1.126
39 H -1.473 2.690 4.776  C8 1.134
40 H 0.132 2.435 3.801  C8 1.129
41 H -1.302 1.277 3.660  C8 1.143
42 H -1.386 2.295 -1.326  C9 1.136
43 H -0.657 0.634 -1.132  C9 1.135
44 H -2.218 0.427 -2.673  C12 1.121
45 H -3.169 -1.198 -4.640  C14 1.141
46 H -4.367 0.180 -5.122  C14 1.130
47 H -4.934 -1.553 -4.759  C14 1.140
48 H -6.526 -1.122 -2.810  C15 1.122
49 H -6.744 -0.618 -0.314  C16 1.126
50 H -5.949 -0.064 1.763  C18 1.142
51 H -4.864 2.672 1.089  C19 1.137
52 H -6.149 2.145 2.354  C19 1.134
53 H -4.403 2.133 2.829  C19 1.141
54 H -3.608 -1.302 1.776  C20 1.141
55 H -4.256 -0.735 3.385  C20 1.135
56 H -2.899 0.209 2.508  C20 1.131
57 H 1.023 0.472 3.689  C23 1.128
58 H 2.831 0.451 3.422  C23 1.128
59 H 0.602 -1.176 -0.704  C28 1.130
60 H 1.966 -2.879 -2.169  C29 1.133
61 H 4.554 -3.138 -1.783  C30 1.125
62 H 5.762 -1.800 0.146  C31 1.131
63 H 4.340 -0.107 1.604  C32 1.135
64 C 6.528 -3.543 -5.487  C65 1.516, H67 1.092, H68 1.092, H69 1.094
65 C 6.640 -3.788 -3.994  C64 1.516, O66 1.423, H70 1.091, H71 1.095
66 O 5.430 -4.342 -3.492  C65 1.423, H72 0.965
67 H 5.700 -2.864 -5.702  C64 1.092
68 H 7.451 -3.111 -5.882  C64 1.092
69 H 6.322 -4.477 -6.018  C64 1.094
70 H 6.824 -2.851 -3.466  C65 1.091
71 H 7.462 -4.477 -3.772  C65 1.095
72 H 5.275 -5.175 -3.956  O66 0.965

Calculated values
**Frontier orbital gap**: 7.18 eV
**Electronic energy**: -1787.71986 hartree
**LUMO level**: 2.2384 eV
**Charge**: -1
**HOMO energy**: -4.94 eV

The net atomic charges from Mulliken, expressed in e, are:
1 C -0.0229
2 C -1.0753
3 C 0.7080
4 O -0.5944
5 B 0.1945
6 C -0.8636
7 C 0.4105
8 C -0.5156
9 C -0.5818
10 O 0.5670
11 C 0.7910
12 C -0.9623
13 C 0.5718
14 C -1.1326
15 C -0.9437
16 C -0.7881
17 C -0.0909
18 C 0.4813
19 C -1.1833
20 C -1.2348
21 O 0.0217
22 C 1.1143
23 C -0.2564
24 C -0.1194
25 O -0.5000
26 I -0.0518
27 C -0.4485
28 C -0.1616
29 C -0.7710
30 C -0.1403
31 C -0.8157
32 C -0.1677
33 H 0.3785
34 H 0.3518
35 H 0.2692
36 H 0.2214
37 H 0.4436
38 H -0.5302
39 H 0.3976
40 H -0.0181
41 H -0.0150
42 H 0.3643
43 H -0.1087
44 H 0.3038
45 H 0.3086
46 H 0.2483
47 H 0.3126
48 H 0.2386
49 H 0.2046
50 H 0.6114
51 H 0.2782
52 H 0.2925
53 H 0.3062
54 H 0.3135
55 H 0.3571
56 H 0.0991
57 H 0.1394
58 H 0.3930
59 H 0.2347
60 H 0.3431
61 H 0.2360
62 H 0.2991
63 H 0.2754
64 C -1.0838
65 C -0.1337
66 O -0.5082
67 H 0.2917
68 H 0.3213
69 H 0.3214
70 H 0.2812
71 H 0.2583
72 H 0.2636

---

Record 2
A 2-piece molecular cluster, C28H37BNO2 overall. Source: the Open Molecules 2025 dataset; level of theory: ωB97M-V/def2-TZVPD.

Each atom is followed by the atoms it is bonded to, with distances in Å.
Atoms and positions in Å:
1 C -6.299 2.905 -3.363  O2 1.445, H19 1.091, H20 1.097, H21 1.097
2 O -5.916 2.493 -2.032  C1 1.445, C3 1.356
3 C -4.629 2.640 -1.630  O2 1.356, C4 1.413, C18 1.419
4 C -4.333 2.223 -0.313  C3 1.413, C5 1.375, H22 1.089
5 C -3.037 2.226 0.147  C4 1.375, C6 1.430, H23 1.088
6 C -1.942 2.586 -0.700  C5 1.430, C7 1.431, C17 1.433
7 C -0.606 2.423 -0.215  C6 1.431, C8 1.431, H24 1.090
8 C 0.546 2.502 -1.060  C7 1.431, C9 1.424, C16 1.437
9 C 1.788 2.979 -0.552  C8 1.424, C10 1.381, H25 1.096
10 C 2.916 2.966 -1.348  C9 1.381, C11 1.417, C14 1.493
11 C 2.842 2.468 -2.673  C10 1.417, O12 1.362, C15 1.403
12 O 4.051 2.358 -3.290  C11 1.362, C13 1.478
13 C 5.069 2.843 -2.335  O12 1.478, C14 1.533, H26 1.100, H27 1.098
14 C 4.346 3.288 -1.058  C10 1.493, C13 1.533, H28 1.095, H29 1.095
15 C 1.624 2.052 -3.233  C11 1.403, C16 1.376, H30 1.084
16 C 0.504 2.087 -2.434  C8 1.437, C15 1.376, H31 1.091
17 C -2.287 3.144 -1.974  C6 1.433, C18 1.386, H32 1.087
18 C -3.589 3.152 -2.448  C3 1.419, C17 1.386, H33 1.092
19 H -7.360 2.656 -3.413  C1 1.091
20 H -6.154 3.984 -3.497  C1 1.097
21 H -5.741 2.351 -4.128  C1 1.097
22 H -5.161 1.879 0.305  C4 1.089
23 H -2.825 1.920 1.169  C5 1.088
24 H -0.454 2.414 0.864  C7 1.090
25 H 1.866 3.374 0.467  C9 1.096
26 H 5.766 2.015 -2.146  C13 1.100
27 H 5.608 3.669 -2.817  C13 1.098
28 H 4.488 4.359 -0.881  C14 1.095
29 H 4.722 2.749 -0.183  C14 1.095
30 H 1.611 1.710 -4.261  C15 1.084
31 H -0.452 1.780 -2.861  C16 1.091
32 H -1.521 3.576 -2.613  C17 1.087
33 H -3.815 3.529 -3.447  C18 1.092
34 C -1.417 -0.991 0.069  C35 1.515, H49 1.099, H50 1.097, H51 1.087
35 C -0.816 -2.253 0.655  C34 1.515, C36 1.527, N37 1.542, H52 1.097
36 C -1.900 -2.988 1.440  C35 1.527, H53 1.098, H54 1.096, H55 1.099
37 N 0.417 -1.998 1.546  C35 1.542, C38 1.508, C44 1.544, B47 1.629
38 C 0.675 -3.300 2.263  N37 1.508, C39 1.399, C43 1.386
39 C 0.925 -4.412 1.451  C38 1.399, C40 1.401, H56 1.093
40 C 1.191 -5.662 2.024  C39 1.401, C41 1.401, H57 1.092
41 C 1.193 -5.794 3.419  C40 1.401, C42 1.395, H58 1.092
42 C 0.936 -4.684 4.223  C41 1.395, C43 1.411, H59 1.093
43 C 0.678 -3.423 3.643  C38 1.386, C42 1.411, H60 1.092
44 C 1.687 -1.758 0.701  N37 1.544, C45 1.527, C46 1.511, H61 1.097
45 C 2.930 -1.886 1.579  C44 1.527, H62 1.098, H63 1.098, H64 1.097
46 C 1.689 -0.436 -0.032  C44 1.511, H65 1.098, H66 1.092, H67 1.096
47 B 0.129 -0.700 2.486  N37 1.629, H48 1.315, H68 1.206, H69 1.204
48 H -0.099 0.395 1.795  B47 1.315
49 H -2.317 -1.249 -0.508  C34 1.099
50 H -1.741 -0.289 0.848  C34 1.097
51 H -0.745 -0.466 -0.605  C34 1.087
52 H -0.455 -2.895 -0.158  C35 1.097
53 H -2.797 -3.047 0.810  C36 1.098
54 H -1.628 -4.017 1.702  C36 1.096
55 H -2.170 -2.452 2.360  C36 1.099
56 H 0.908 -4.313 0.363  C39 1.093
57 H 1.393 -6.521 1.381  C40 1.092
58 H 1.396 -6.767 3.871  C41 1.092
59 H 0.934 -4.779 5.311  C42 1.093
60 H 0.480 -2.551 4.270  C43 1.092
61 H 1.702 -2.559 -0.049  C44 1.097
62 H 3.808 -1.624 0.974  C45 1.098
63 H 2.900 -1.209 2.442  C45 1.098
64 H 3.091 -2.908 1.946  C45 1.097
65 H 2.706 -0.176 -0.353  C46 1.098
66 H 1.082 -0.469 -0.940  C46 1.092
67 H 1.347 0.390 0.602  C46 1.096
68 H -0.808 -0.955 3.201  B47 1.206
69 H 1.070 -0.555 3.224  B47 1.204

Calculated values
**Frontier orbital gap**: 6.36 eV
**Electronic energy**: -1318.92799 hartree
**LUMO level**: -4.9938 eV
**ΔE to the lowest compared entry with this formula, charge and spin**: 5.2 kcal/mol
**Charge**: +1
**HOMO energy**: -11.35 eV

The net atomic charges from Mulliken, expressed in e, are:
1 C -0.8277
2 O -0.4059
3 C 0.8677
4 C -0.8221
5 C -0.4826
6 C 0.2282
7 C -0.3282
8 C 0.9242
9 C -0.1810
10 C 0.8043
11 C 0.2023
12 O -0.4961
13 C -0.3661
14 C -0.8061
15 C -1.3995
16 C -0.9878
17 C -0.5692
18 C -0.5691
19 H 0.2447
20 H 0.3563
21 H 0.3545
22 H 0.4538
23 H 0.4209
24 H 0.4629
25 H 0.4456
26 H 0.3060
27 H 0.2986
28 H 0.3139
29 H 0.2767
30 H 0.4403
31 H 0.6369
32 H 0.7257
33 H 0.4247
34 C -1.3643
35 C 0.6262
36 C -1.4941
37 N 1.3478
38 C -0.0904
39 C 0.2654
40 C -0.9174
41 C -0.4548
42 C -0.8666
43 C -0.2641
44 C 0.6246
45 C -1.6030
46 C -1.4359
47 B -0.2281
48 H -0.3058
49 H 0.6037
50 H 0.1944
51 H 0.0402
52 H 0.2355
53 H 0.5339
54 H 0.2796
55 H 0.2687
56 H 0.2665
57 H 0.4138
58 H 0.3920
59 H 0.4100
60 H 0.4536
61 H 0.1614
62 H 0.5088
63 H 0.3153
64 H 0.3222
65 H 0.6086
66 H 0.3601
67 H 0.1292
68 H -0.1188
69 H -0.1654

---

Record 3
A 5-piece molecular cluster, C28H37Cl2F7N3O12P overall. Source: the Open Molecules 2025 dataset; level of theory: ωB97M-V/def2-TZVPD.

Each atom is followed by the atoms it is bonded to, with distances in Å.
Atoms and positions in Å:
1 C 8.384 0.236 0.734  C2 1.666, H30 1.194, H31 1.175, H32 1.178
2 C 8.839 0.222 -0.869  C1 1.666, C3 1.671, N4 1.399
3 C 10.370 -0.385 -1.152  C2 1.671, H33 1.171, H34 1.183, H35 1.184
4 N 8.015 0.691 -1.898  C2 1.399, C5 1.543
5 C 6.551 0.682 -1.408  N4 1.543, N6 1.503, C26 1.627
6 N 5.824 -0.629 -1.518  C5 1.503, C7 1.503
7 C 4.416 -0.412 -1.039  N6 1.503, C8 1.671, C24 1.627
8 C 3.399 -1.736 -1.117  C7 1.671, Cl9 1.891, C10 1.648
9 Cl 4.128 -3.360 -1.757  C8 1.891
10 C 1.813 -1.704 -0.671  C8 1.648, C11 1.672, H36 1.178
11 C 1.150 -0.296 -0.060  C10 1.672, C12 1.639, C22 1.646
12 C -0.420 -0.323 0.412  C11 1.639, F13 1.511, F14 1.504, C15 1.639
13 F -1.019 -1.560 -0.216  C12 1.511
14 F -0.458 -0.543 1.900  C12 1.504
15 C -1.322 0.949 -0.093  C12 1.639, F16 1.511, F17 1.503, C18 1.672
16 F -1.547 1.873 1.081  C15 1.511
17 F -0.737 1.669 -1.276  C15 1.503
18 C -2.863 0.518 -0.580  C15 1.672, F19 1.481, F20 1.493, F21 1.511
19 F -2.906 -0.054 -1.946  C18 1.481
20 F -3.584 -0.288 0.449  C18 1.493
21 F -3.618 1.824 -0.659  C18 1.511
22 C 2.177 0.986 0.043  C11 1.646, Cl23 1.891, C24 1.668
23 Cl 1.569 2.627 0.760  C22 1.891
24 C 3.770 0.960 -0.450  C7 1.627, C22 1.668, N25 1.502
25 N 4.568 2.226 -0.321  C24 1.502, C26 1.502
26 C 5.974 2.090 -0.832  C5 1.627, N25 1.502, P27 1.943
27 P 7.149 3.638 -0.805  C26 1.943, C28 1.917, C29 1.910
28 C 6.419 5.073 -1.845  P27 1.917, H37 1.170, H38 1.176, H39 1.192
29 C 7.365 4.323 0.964  P27 1.910, H40 1.190, H41 1.193, H42 1.177
30 H 9.343 0.058 1.421  C1 1.194
31 H 7.939 1.288 1.010  C1 1.175
32 H 7.663 -0.666 0.968  C1 1.178
33 H 11.017 0.344 -1.801  C3 1.171
34 H 10.924 -0.548 -0.119  C3 1.183
35 H 10.224 -1.457 -1.632  C3 1.184
36 H 1.216 -2.714 -0.773  C10 1.178
37 H 6.639 4.828 -2.968  C28 1.170
38 H 5.259 5.126 -1.660  C28 1.176
39 H 6.897 6.137 -1.597  C28 1.192
40 H 8.367 4.957 1.070  C29 1.190
41 H 6.461 5.061 1.213  C29 1.193
42 H 7.432 3.443 1.742  C29 1.177
43 C -6.222 1.287 -0.001  O44 1.426, H49 1.093, H50 1.095, H51 1.095
44 O -7.386 1.966 0.468  C43 1.426, C45 1.357
45 C -8.317 2.203 -0.490  O44 1.357, O46 1.221, O47 1.357
46 O -8.231 1.891 -1.667  C45 1.221
47 O -9.361 2.848 0.090  C45 1.357, C48 1.426
48 C -10.425 3.165 -0.806  O47 1.426, H52 1.095, H53 1.095, H54 1.094
49 H -5.546 1.150 0.847  C43 1.093
50 H -6.483 0.300 -0.396  C43 1.095
51 H -5.706 1.885 -0.759  C43 1.095
52 H -10.854 2.253 -1.233  C48 1.095
53 H -10.077 3.838 -1.596  C48 1.095
54 H -11.205 3.678 -0.236  C48 1.094
55 C 3.136 -7.092 -7.928  O56 1.426, H61 1.093, H62 1.095, H63 1.095
56 O 2.668 -5.812 -7.506  C55 1.426, C57 1.357
57 C 2.698 -5.621 -6.163  O56 1.357, O58 1.221, O59 1.357
58 O 3.079 -6.430 -5.332  C57 1.221
59 O 2.230 -4.373 -5.905  C57 1.357, C60 1.426
60 C 2.204 -4.031 -4.521  O59 1.426, H64 1.095, H65 1.095, H66 1.094
61 H 3.067 -7.134 -9.018  C55 1.093
62 H 4.183 -7.233 -7.642  C55 1.095
63 H 2.509 -7.888 -7.512  C55 1.095
64 H 3.214 -4.050 -4.099  C60 1.095
65 H 1.540 -4.705 -3.969  C60 1.095
66 H 1.813 -3.014 -4.431  C60 1.094
67 C 1.790 2.082 7.778  O68 1.426, H73 1.093, H74 1.095, H75 1.095
68 O 1.137 0.903 7.310  C67 1.426, C69 1.357
69 C 0.595 1.019 6.072  O68 1.357, O70 1.221, O71 1.357
70 O 0.627 2.014 5.365  C69 1.221
71 O 0.012 -0.165 5.755  C69 1.357, C72 1.426
72 C -0.604 -0.190 4.469  O71 1.426, H76 1.095, H77 1.095, H78 1.094
73 H 2.186 1.875 8.776  C67 1.093
74 H 2.628 2.344 7.124  C67 1.095
75 H 1.081 2.912 7.853  C67 1.095
76 H 0.137 -0.018 3.682  C72 1.095
77 H -1.409 0.550 4.412  C72 1.095
78 H -1.038 -1.183 4.322  C72 1.094
79 C -9.613 0.897 2.005  O80 1.426, H85 1.093, H86 1.095, H87 1.095
80 O -10.645 -0.087 1.967  C79 1.426, C81 1.357
81 C -10.197 -1.367 2.016  O80 1.357, O82 1.221, O83 1.357
82 O -9.029 -1.716 2.087  C81 1.221
83 O -11.274 -2.192 1.971  C81 1.357, C84 1.426
84 C -10.952 -3.581 2.016  O83 1.426, H88 1.095, H89 1.095, H90 1.094
85 H -10.085 1.883 1.961  C79 1.093
86 H -9.049 0.828 2.940  C79 1.095
87 H -8.949 0.794 1.141  C79 1.095
88 H -10.440 -3.829 2.951  C84 1.095
89 H -10.340 -3.863 1.152  C84 1.095
90 H -11.887 -4.146 1.974  C84 1.094

Calculated values
**SMILES**: CC(C)=Nc1nc2c(Cl)cc(C(F)(F)C(F)(F)C(F)(F)F)c(Cl)c2nc1P(C)C.COC(=O)OC.COC(=O)OC.COC(=O)OC.COC(=O)OC
**Frontier orbital gap**: 6.44 eV
**Electronic energy**: -4116.43231 hartree
**LUMO level**: -2.0896 eV
**HOMO energy**: -8.53 eV

The net atomic charges from Mulliken, expressed in e, are:
1 C -0.6593
2 C 0.5501
3 C -0.8932
4 N -0.4540
5 C 0.2050
6 N -0.4574
7 C 0.3887
8 C 0.0793
9 Cl -0.1844
10 C -0.5196
11 C -0.0366
12 C 0.8042
13 F -0.3152
14 F -0.2026
15 C 0.4814
16 F -0.2449
17 F -0.2564
18 C 0.6237
19 F -0.2204
20 F -0.2276
21 F -0.2786
22 C 0.1984
23 Cl -0.1377
24 C 0.1360
25 N -0.4423
26 C 0.1095
27 P 0.3091
28 C -0.9369
29 C -0.9440
30 H 0.3763
31 H -0.0457
32 H 0.2385
33 H 0.2946
34 H 0.2734
35 H 0.2554
36 H 0.3394
37 H 0.2968
38 H 0.2794
39 H 0.3123
40 H 0.3040
41 H 0.2849
42 H 0.2937
43 C -0.7318
44 O -0.3000
45 C 0.6760
46 O -0.5515
47 O -0.2611
48 C -0.7325
49 H 0.2757
50 H 0.3229
51 H 0.3411
52 H 0.3276
53 H 0.3053
54 H 0.2441
55 C -0.6108
56 O -0.3109
57 C 0.7291
58 O -0.5453
59 O -0.3217
60 C -0.5296
61 H 0.2175
62 H 0.2872
63 H 0.2858
64 H 0.2180
65 H 0.3192
66 H 0.2590
67 C -0.6085
68 O -0.3143
69 C 0.7615
70 O -0.5514
71 O -0.3198
72 C -0.5665
73 H 0.2159
74 H 0.2876
75 H 0.2840
76 H 0.2731
77 H 0.3204
78 H 0.2685
79 C -0.3234
80 O -0.3444
81 C 0.7559
82 O -0.5545
83 O -0.3196
84 C -0.6103
85 H 0.1958
86 H 0.3306
87 H 0.1384
88 H 0.2827
89 H 0.2898
90 H 0.2181